(1)
Below is the molecule C4H5F3N2S, with properties calculated with wB97M-V/def2-TZVPD.

Geometry as XYZ:
```
15
Properties=species:S:1:pos:R:3:mulliken_charge:R:1
F -3.490 -1.128 -0.153 -0.27
C -2.763 0.011 -0.261 0.90
F -3.488 0.872 -0.937 -0.26
F -2.743 0.475 0.995 -0.29
N -1.503 -0.318 -0.892 -0.69
C -0.370 -0.110 -0.332 0.43
N 0.774 -0.452 -0.917 -0.25
C 2.016 0.060 -0.267 -0.60
C 1.656 0.106 1.197 -0.35
S -0.115 0.468 1.334 -0.10
H 0.517 -0.313 -1.834 0.28
H 2.445 0.983 -0.679 0.24
H 2.840 -0.568 -0.622 0.30
H 1.847 -0.842 1.578 0.31
H 2.376 0.755 1.790 0.35
```

Its orbital gap is 10.10 eV. The value obtained for the LUMO energy is 0.019 hartree. Its energy above the lowest of the compared OMol25 structures with the same formula, charge and spin is 0.0 kcal/mol. The value obtained for the total energy is -26196.87953 eV. Its SMILES is FC(F)(F)/N=C1/NCCS1.

(2)
Below is a cluster of 2 separate species, C4H3O5P in total, with properties calculated with wB97M-V/def2-TZVPD.

Geometry as XYZ:
```
13
Properties=species:S:1:pos:R:3:mulliken_charge:R:1
C 2.904 0.715 0.278 0.47
C -1.611 -1.809 -0.852 0.72
C 1.371 0.334 0.316 -0.39
C -1.976 -0.610 -0.690 -0.13
O 3.380 1.108 -0.812 -0.74
O -2.446 0.588 -1.267 -0.41
O 3.440 0.680 1.407 -0.74
O -1.248 -2.903 -0.733 -0.57
O -4.134 0.448 0.806 -0.60
P -2.703 0.681 0.470 0.01
H 1.210 -0.742 0.120 0.09
H 0.940 0.457 1.455 0.17
H 0.874 1.053 -0.498 0.12
```

Its orbital gap is 7.12 eV. The value obtained for the LUMO energy is 0.222 hartree. Its energy above the lowest of the compared OMol25 structures with the same formula, charge and spin is 53.8 kcal/mol. The total charge is -2. The value obtained for the total energy is -23721.79580 eV.

(3)
Below is a structure of composition C27H28NOOsPSe2Si, with properties calculated with wB97M-V/def2-TZVPD.

Geometry as XYZ:
```
62
Properties=species:S:1:pos:R:3:mulliken_charge:R:1
Os -0.038 0.026 -0.595 0.89
Se -0.731 1.305 1.333 -0.26
P 0.673 0.123 2.602 0.94
Se 1.397 -1.135 0.897 -0.31
C -0.147 -0.811 3.871 0.77
C -0.613 -2.104 3.632 -0.43
C -1.306 -2.770 4.629 -0.72
C -1.543 -2.145 5.846 -0.45
C -1.088 -0.853 6.080 -0.71
C -0.385 -0.180 5.097 -0.39
C 1.975 1.097 3.319 0.76
C 2.249 2.384 2.854 -0.46
C 3.309 3.090 3.399 -0.70
C 4.093 2.511 4.387 -0.44
C 3.825 1.226 4.843 -0.72
C 2.764 0.513 4.315 -0.34
H -0.427 -2.592 2.684 0.30
H -1.657 -3.779 4.459 0.42
H -2.084 -2.671 6.622 0.42
H -1.274 -0.373 7.031 0.42
H -0.021 0.823 5.283 0.44
H 1.635 2.835 2.086 0.27
H 3.521 4.094 3.056 0.43
H 4.919 3.067 4.810 0.42
H 4.438 0.783 5.615 0.42
H 2.547 -0.484 4.679 0.45
C 2.902 -2.678 -2.496 -0.87
Si 2.312 -0.972 -2.926 -0.27
C 3.180 0.368 -1.965 -1.03
C 2.390 -0.564 -4.738 -1.04
N 0.562 -0.830 -2.406 -0.03
C -0.492 -1.174 -3.156 -0.12
C -0.461 -2.148 -4.199 -0.22
C -1.578 -2.406 -4.944 -0.96
C -2.770 -1.704 -4.703 -0.69
C -2.860 -0.749 -3.689 -0.43
C -1.750 -0.516 -2.927 1.21
O -1.710 0.411 -1.892 -0.09
C -2.805 1.314 -1.690 -0.58
C -2.780 2.514 -2.369 0.12
C -3.830 3.395 -2.147 -0.82
C -4.853 3.057 -1.271 -0.47
C -4.841 1.838 -0.607 -0.81
C -3.801 0.941 -0.814 0.30
H 3.985 -2.733 -2.631 0.38
H 2.455 -3.444 -3.131 0.34
H 2.687 -2.934 -1.456 0.30
H 4.124 0.589 -2.468 0.40
H 3.411 0.096 -0.937 0.33
H 2.610 1.303 -1.954 0.33
H 3.441 -0.483 -5.026 0.39
H 1.925 0.404 -4.940 0.34
H 1.935 -1.305 -5.393 0.38
H 0.453 -2.703 -4.357 0.43
H -1.550 -3.157 -5.720 0.45
H -3.642 -1.906 -5.310 0.43
H -3.780 -0.208 -3.517 0.55
H -1.973 2.753 -3.048 0.47
H -3.845 4.346 -2.662 0.44
H -5.667 3.749 -1.106 0.45
H -5.642 1.580 0.073 0.44
H -3.770 -0.019 -0.313 0.51
```

Its orbital gap (spin up / spin down) is 8.43 / 6.20 eV. As for the expectation value of S²: 6.051. The value obtained for the LUMO energy (spin up / spin down) is -0.211 / -0.310 hartree. Its energy above the lowest of the compared OMol25 structures with the same formula, charge and spin is 0.0 kcal/mol. The total charge is +2. As for the spin multiplicity: 5. The value obtained for the total energy is -182304.03601 eV.

(4)
Below is a structure of composition C26H23Br2N4O4Y, with properties calculated with wB97M-V/def2-TZVPD.

Geometry as XYZ:
```
60
Properties=species:S:1:pos:R:3:mulliken_charge:R:1
Y -0.084 0.202 0.076 1.41
O 3.207 -0.675 6.562 -0.56
N 3.853 -0.048 5.766 0.93
O 4.856 0.577 5.963 -0.53
C 3.371 -0.052 4.370 0.15
C 4.319 -0.046 3.399 -0.90
C 3.963 -0.060 2.025 1.09
C 4.941 -0.081 1.014 -0.85
C 4.537 -0.057 -0.301 -1.01
C 3.170 -0.017 -0.582 -0.75
N 2.220 -0.016 0.350 0.58
C 2.598 -0.042 1.658 -0.49
C 1.587 -0.038 2.698 0.48
N 0.280 -0.008 2.325 -0.10
C -0.663 -0.025 3.266 -0.25
C -0.368 -0.071 4.630 -1.11
C 0.947 -0.081 5.034 -0.65
C 1.970 -0.066 4.063 0.67
H 5.364 -0.030 3.674 0.56
H 5.986 -0.114 1.279 0.52
H 5.253 -0.065 -1.107 0.50
H 2.842 0.025 -1.618 0.68
H -1.698 -0.004 2.925 0.59
H -1.169 -0.100 5.354 0.46
H 1.198 -0.128 6.085 0.58
C 2.166 3.233 -0.100 -1.12
C 0.708 3.564 -0.092 0.90
C 0.304 4.908 -0.067 -1.17
C -1.025 5.244 -0.061 -0.82
C -1.991 4.223 -0.056 0.87
C -3.396 4.443 -0.029 -0.16
Br -4.086 6.205 -0.098 -0.15
C -4.275 3.384 0.042 -0.26
C -3.795 2.076 0.070 -0.38
Br -4.955 0.598 0.180 -0.10
C -2.427 1.791 0.016 0.45
O -1.982 0.556 0.050 -0.41
C -1.512 2.885 -0.052 0.10
N -0.175 2.567 -0.086 -0.01
H 2.749 4.147 -0.157 0.49
H 2.428 2.612 -0.958 0.20
H 2.447 2.715 0.819 0.20
H 1.056 5.678 -0.049 0.42
H -1.339 6.277 -0.053 0.42
H -5.342 3.550 0.083 0.49
C 1.570 -3.196 -1.518 -1.01
C 0.142 -2.699 -1.688 -0.44
O -0.313 -2.031 -0.478 -0.51
C -1.302 -2.812 0.248 -0.34
C -2.687 -2.690 -0.364 -0.89
H 1.929 -3.618 -2.452 0.47
H 1.625 -3.967 -0.754 0.31
H 2.234 -2.382 -1.233 0.12
H -0.519 -3.540 -1.908 0.41
H 0.075 -1.976 -2.513 0.39
H -1.298 -2.415 1.272 0.25
H -0.971 -3.856 0.277 0.46
H -2.992 -1.644 -0.403 0.05
H -3.398 -3.232 0.252 0.44
H -2.718 -3.120 -1.365 0.34
```

Its orbital gap is 6.22 eV. The value obtained for the LUMO energy is -0.258 hartree. Its energy above the lowest of the compared OMol25 structures with the same formula, charge and spin is 17.3 kcal/mol. The total charge is +2. The value obtained for the total energy is -182601.33318 eV.

(5)
Below is the ion C21H19ClN with charge +1, with properties calculated with wB97M-V/def2-TZVPD.

Geometry as XYZ:
```
42
Properties=species:S:1:pos:R:3:mulliken_charge:R:1
C 4.573 -0.110 1.359 -1.62
C 3.150 0.016 0.793 1.26
C 2.778 1.083 0.010 -1.02
C 1.482 1.154 -0.496 0.16
N 0.522 0.204 -0.502 0.40
C -0.895 0.573 -1.254 1.81
C -1.955 0.722 -0.131 0.01
C -1.700 1.736 0.794 -0.45
C -2.533 1.894 1.909 -0.91
C -3.738 1.162 1.953 0.34
Cl -4.788 1.395 3.329 -0.18
C -4.047 0.167 1.006 -1.05
C -3.166 -0.009 -0.073 -0.17
C -0.701 1.856 -2.151 -1.06
C -0.446 1.515 -3.436 -0.44
C -0.639 0.047 -3.693 -0.75
C -1.266 -0.439 -2.367 -1.04
C 0.827 -0.839 0.436 0.27
C -0.124 -1.808 0.760 -0.21
C 0.183 -2.893 1.571 -0.95
C 1.473 -3.029 2.125 -0.80
C 2.426 -2.060 1.861 -0.91
C 2.136 -0.952 1.048 0.99
H 4.777 -0.991 1.985 0.33
H 5.310 -0.150 0.524 0.36
H 4.801 0.787 1.976 0.36
H 3.449 1.892 -0.250 0.48
H 1.203 2.062 -1.011 0.47
H -0.840 2.400 0.652 0.32
H -2.245 2.560 2.727 0.39
H -4.939 -0.444 1.136 0.42
H -3.481 -0.703 -0.868 0.29
H -0.653 2.895 -1.769 0.61
H 0.024 2.185 -4.184 0.42
H 0.261 -0.554 -3.883 0.32
H -1.351 -0.040 -4.523 0.40
H -0.972 -1.450 -2.107 0.35
H -2.359 -0.466 -2.396 0.33
H -1.128 -1.687 0.366 0.40
H -0.584 -3.649 1.768 0.44
H 1.757 -3.872 2.739 0.42
H 3.420 -2.158 2.267 0.19
```

Its orbital gap is 7.66 eV. The value obtained for the LUMO energy is -0.152 hartree. Its energy above the lowest of the compared OMol25 structures with the same formula, charge and spin is 0.0 kcal/mol. The total charge is +1. The value obtained for the total energy is -36090.98254 eV. Its SMILES is Cc1cc[n+]([C@@]2(c3ccc(Cl)cc3)C=CCC2)c2ccccc12.